Computed, not measured: a 6-piece molecular cluster, C47H62BN10O17P2 overall at a distorted geometry, with the ωB97M-V functional and the def2-TZVPD basis.

The geometry in ORCA input format:
```
! wB97M-V def2-TZVPD RIJCOSX def2/J DEFGRID3
* xyz 1 1
C 2.251 2.335 4.001
C 1.382 1.134 3.603
P 1.482 0.978 1.758
C 3.044 0.029 1.520
C 0.073 -0.152 1.198
C -1.154 0.248 1.998
N -2.408 -0.380 1.490
B -2.471 -1.863 1.767
C -3.608 -2.380 2.727
O -1.599 -2.759 1.225
C -2.526 -0.017 0.165
N -3.714 0.396 -0.217
C -4.882 0.476 0.661
C -5.913 1.458 0.069
C -5.917 2.791 0.839
C -5.582 4.004 -0.038
O -4.389 4.677 0.334
N -1.544 0.037 -0.766
C -1.940 -0.513 -2.092
C -2.757 -1.816 -2.069
O -4.081 -1.627 -2.568
C -2.097 -2.822 -2.987
N -2.102 -2.329 -4.358
C -0.153 -0.213 -0.327
C 0.731 0.768 -1.112
P 0.201 2.521 -1.148
O 1.318 3.385 -1.462
O -0.967 2.590 -2.263
O -0.511 2.997 0.223
O 0.129 -1.586 -0.752
C 1.390 -1.878 -0.786
N 2.537 -2.175 -0.813
H 2.256 2.439 5.079
H 1.776 3.217 3.588
H 3.251 2.190 3.614
H 0.370 1.281 3.961
H 1.813 0.234 4.038
H 3.531 0.359 0.612
H 3.698 0.232 2.353
H 2.873 -1.037 1.528
H 0.327 -1.153 1.536
H -1.010 -0.099 3.014
H -1.290 1.322 2.070
H -4.520 -1.812 2.565
H -3.853 -3.424 2.568
H -3.313 -2.170 3.755
H -2.106 -3.515 0.916
H -3.875 0.706 -1.163
H -4.599 0.860 1.630
H -5.314 -0.505 0.822
H -6.876 0.969 0.113
H -5.703 1.685 -0.973
H -5.246 2.790 1.696
H -6.914 2.934 1.240
H -5.472 3.726 -1.082
H -6.397 4.724 -0.013
H -4.117 4.433 1.218
H -1.114 -0.629 -2.774
H -2.578 0.227 -2.567
H -2.803 -2.298 -1.094
H -4.672 -1.606 -1.817
H -2.622 -3.777 -2.928
H -1.086 -3.039 -2.662
H -1.387 -2.804 -4.887
H -2.991 -2.573 -4.765
H 1.774 0.683 -0.840
H 0.655 0.478 -2.160
H -1.818 2.763 -1.854
H -1.470 2.922 0.182
C 6.762 -5.955 3.670
C 6.865 -5.382 2.410
C 6.310 -4.137 2.166
C 5.661 -3.482 3.196
C 5.543 -4.040 4.456
C 6.099 -5.286 4.691
N 5.092 -2.152 2.946
O 5.194 -1.694 1.828
O 4.551 -1.584 3.877
H 7.202 -6.925 3.859
H 7.381 -5.905 1.617
H 6.389 -3.690 1.186
H 5.030 -3.516 5.248
H 6.018 -5.735 5.670
C -8.119 3.722 5.635
C -7.114 3.743 4.677
C -5.909 3.108 4.919
C -5.727 2.449 6.118
C -6.711 2.421 7.088
C -7.914 3.066 6.841
N -4.453 1.752 6.353
O -3.609 1.811 5.475
O -4.320 1.152 7.392
H -9.062 4.216 5.441
H -7.272 4.256 3.738
H -5.128 3.130 4.174
H -6.552 1.906 8.024
H -8.694 3.051 7.589
C 1.124 6.036 5.000
C 0.568 5.595 6.193
C 1.177 5.905 7.398
C 2.336 6.657 7.387
C 2.907 7.098 6.208
C 2.294 6.782 5.006
N 2.973 7.007 8.667
O 2.459 6.588 9.681
O 3.971 7.692 8.627
H 0.643 5.796 4.060
H -0.343 5.012 6.186
H 0.747 5.565 8.329
H 3.816 7.681 6.219
H 2.727 7.121 4.076
C 5.574 -1.432 -5.163
C 4.790 -1.771 -4.065
C 3.574 -2.402 -4.254
C 3.161 -2.688 -5.542
C 3.925 -2.354 -6.645
C 5.140 -1.721 -6.450
N 1.882 -3.371 -5.739
O 1.218 -3.629 -4.748
O 1.541 -3.639 -6.869
H 6.528 -0.944 -5.013
H 5.128 -1.546 -3.063
H 2.966 -2.667 -3.401
H 3.592 -2.580 -7.645
H 5.748 -1.457 -7.304
C 1.286 -4.739 -12.424
C 1.315 -4.202 -11.144
C 2.509 -3.751 -10.607
C 3.661 -3.845 -11.367
C 3.652 -4.384 -12.640
C 2.454 -4.833 -13.168
N 4.930 -3.350 -10.813
O 4.918 -2.896 -9.685
O 5.915 -3.420 -11.511
H 0.351 -5.086 -12.842
H 0.406 -4.131 -10.564
H 2.531 -3.335 -9.612
H 4.561 -4.453 -13.218
H 2.430 -5.255 -14.163
*
```

Summary:
Frontier orbital gap   7.1 eV

Computed, not measured: C47H62BrN6O3PRuSi as an isolated structure at a distorted geometry, with the ωB97M-V functional and the def2-TZVPD basis.

The geometry in ORCA input format:
```
! wB97M-V def2-TZVPD RIJCOSX def2/J DEFGRID3
* xyz 1 2
Ru -1.371 -0.948 0.812
O 1.493 3.836 -0.039
C 0.781 4.249 1.052
C 0.907 5.597 1.373
C 0.245 6.110 2.471
C -0.559 5.292 3.258
C -0.687 3.956 2.932
C -0.023 3.410 1.833
C -0.176 1.951 1.495
O -1.421 1.617 0.929
N -0.129 1.147 2.694
N -0.305 -0.200 2.508
C 0.232 -0.958 3.399
C 0.001 -2.392 3.496
Br -1.493 -2.990 2.478
C 0.628 -3.278 4.286
C 1.887 -3.120 5.043
C 2.163 -4.072 6.025
C 3.323 -4.004 6.780
C 4.235 -2.983 6.555
C 3.990 -2.048 5.559
C 2.831 -2.118 4.803
H 1.433 2.879 -0.161
H 1.530 6.221 0.747
H 0.360 7.157 2.719
H -1.085 5.698 4.110
H -1.333 3.313 3.517
H 0.609 1.633 0.795
H 0.622 1.392 3.327
H 0.828 -0.513 4.192
H 0.166 -4.255 4.379
H 1.450 -4.868 6.204
H 3.516 -4.750 7.538
H 5.141 -2.926 7.143
H 4.714 -1.268 5.359
H 2.698 -1.420 3.987
C -1.608 2.043 -0.421
Si -2.977 0.999 -1.193
C -2.182 -0.559 -1.916
N -2.241 -1.775 -1.066
C -1.350 -2.779 -1.694
C -1.348 -4.113 -0.970
C -2.765 -4.667 -0.825
C -3.708 -3.605 -0.262
C -3.616 -2.328 -1.078
C -4.380 0.694 0.014
C -5.699 0.735 -0.455
C -6.774 0.476 0.382
C -6.554 0.166 1.717
C -5.257 0.110 2.203
C -4.184 0.376 1.362
C -3.584 2.050 -2.623
C -4.409 3.154 -2.379
C -4.809 3.995 -3.407
C -4.387 3.752 -4.707
C -3.560 2.672 -4.972
C -3.164 1.833 -3.938
H -1.851 3.111 -0.466
H -0.683 1.879 -0.985
H -1.119 -0.345 -2.045
H -2.588 -0.770 -2.918
H -0.355 -2.344 -1.728
H -1.693 -2.924 -2.730
H -0.890 -3.981 0.009
H -0.720 -4.812 -1.525
H -2.762 -5.558 -0.197
H -3.132 -4.973 -1.810
H -3.454 -3.372 0.774
H -4.739 -3.960 -0.262
H -4.312 -1.579 -0.719
H -3.869 -2.552 -2.125
H -5.893 0.960 -1.498
H -7.783 0.512 -0.009
H -7.392 -0.025 2.375
H -5.076 -0.136 3.242
H -3.182 0.343 1.785
H -4.749 3.362 -1.370
H -5.451 4.840 -3.193
H -4.703 4.404 -5.511
H -3.228 2.479 -5.984
H -2.519 0.993 -4.175
O 0.672 -0.492 -0.304
P 1.910 -0.230 -1.093
N 1.626 0.071 -2.690
C 2.425 -0.508 -3.785
C 1.704 -0.007 -5.026
C 1.331 1.420 -4.631
C 0.918 1.283 -3.163
N 2.922 -1.515 -0.989
C 2.427 -2.903 -0.877
C 3.683 -3.759 -1.062
C 4.823 -2.830 -0.650
C 4.371 -1.489 -1.215
N 2.703 1.101 -0.490
C 3.682 1.897 -1.279
C 4.809 2.207 -0.297
C 4.089 2.240 1.049
C 3.120 1.071 0.932
H 2.458 -1.595 -3.710
H 3.455 -0.133 -3.783
H 0.803 -0.601 -5.195
H 2.327 -0.060 -5.917
H 0.529 1.841 -5.235
H 2.200 2.074 -4.723
H -0.162 1.151 -3.080
H 1.191 2.168 -2.582
H 1.676 -3.126 -1.636
H 1.966 -3.053 0.103
H 3.797 -4.035 -2.112
H 3.641 -4.675 -0.477
H 5.791 -3.139 -1.039
H 4.890 -2.769 0.439
H 4.621 -1.421 -2.279
H 4.828 -0.641 -0.706
H 3.214 2.826 -1.613
H 4.026 1.358 -2.162
H 5.316 3.139 -0.541
H 5.554 1.408 -0.301
H 3.534 3.173 1.153
H 4.760 2.136 1.901
H 2.256 1.164 1.595
H 3.613 0.122 1.170
*
```

Summary:
Frontier orbital gap (spin up / spin down)   7.0 / 6.6 eV

Computed, not measured: a 8-piece molecular cluster, C47H62ClNO15S overall at a distorted geometry, with the ωB97M-V functional and the def2-TZVPD basis.

The geometry in ORCA input format:
```
! wB97M-V def2-TZVPD RIJCOSX def2/J DEFGRID3
* xyz 0 1
C -7.328 -1.309 -7.162
C -6.399 -0.020 -7.660
C -4.935 -0.219 -6.883
C -4.033 -1.567 -7.275
C -2.572 -1.790 -6.520
C -1.969 -0.760 -5.356
C -2.951 0.548 -5.004
C -4.391 0.849 -5.726
S -2.264 1.677 -3.623
C -1.539 0.398 -2.401
C -1.718 0.544 -0.776
C -1.119 -0.607 0.252
C -1.397 -0.387 1.854
C -0.211 0.402 2.665
O 1.089 0.099 2.670
C -0.332 -1.888 -0.427
C 0.224 -3.043 0.614
Cl -1.312 -3.981 1.193
C 1.166 -4.193 -0.128
C 2.688 -3.592 -0.300
C -0.153 -2.019 -2.084
C -0.755 -0.878 -3.147
N -0.628 -0.973 -4.652
H -8.464 -0.991 -6.993
H -7.215 -2.254 -7.855
H -6.943 -1.633 -6.080
H -6.292 0.055 -8.823
H -6.921 0.937 -7.173
H -4.488 -2.304 -8.078
H -1.989 -2.778 -6.839
H -5.043 1.806 -5.435
H -2.330 1.489 -0.391
H -2.380 0.285 1.932
H -1.704 -1.421 2.365
H -0.557 1.308 3.358
H 0.857 -2.623 1.507
H 0.684 -4.582 -1.124
H 1.246 -5.083 0.645
H 3.487 -4.432 -0.026
H 2.789 -2.695 0.478
H 2.864 -3.143 -1.369
H 0.396 -2.947 -2.552
H -0.024 -0.173 -5.011
O 0.198 1.248 -7.680
C 0.948 1.869 -6.947
C 1.324 3.311 -7.109
C 2.528 3.427 -6.209
C 2.257 2.384 -5.158
O 1.536 1.351 -5.829
H 0.496 3.937 -6.763
H 1.575 3.540 -8.147
H 2.670 4.429 -5.795
H 3.433 3.162 -6.771
H 1.638 2.768 -4.341
H 3.182 1.976 -4.740
O -1.792 -0.041 6.381
C -0.844 -0.778 6.597
C -0.029 -1.474 5.550
C 0.705 -2.513 6.360
C 0.821 -1.858 7.711
O -0.350 -1.052 7.840
H 0.657 -0.755 5.094
H -0.668 -1.934 4.793
H 1.672 -2.797 5.935
H 0.091 -3.419 6.438
H 1.701 -1.210 7.785
H 0.853 -2.593 8.520
O -0.746 7.163 1.706
C -0.199 6.282 2.348
C -0.895 5.287 3.226
C 0.246 4.733 4.042
C 1.419 4.873 3.108
O 1.144 6.039 2.331
H -1.357 4.519 2.600
H -1.641 5.773 3.859
H 0.084 3.706 4.379
H 0.401 5.360 4.929
H 1.516 4.018 2.432
H 2.359 5.005 3.651
O 4.019 0.844 -8.440
C 3.533 0.946 -9.555
C 2.207 0.391 -9.979
C 2.302 0.459 -11.482
C 3.221 1.632 -11.702
O 4.112 1.627 -10.587
H 1.411 1.032 -9.592
H 2.081 -0.637 -9.631
H 1.334 0.572 -11.977
H 2.771 -0.457 -11.862
H 2.683 2.585 -11.715
H 3.792 1.534 -12.630
O 2.696 9.029 5.448
C 3.044 9.485 4.372
C 2.894 8.799 3.048
C 3.816 9.605 2.168
C 3.776 10.967 2.808
O 3.593 10.724 4.202
H 1.853 8.873 2.723
H 3.208 7.754 3.107
H 3.519 9.614 1.116
H 4.832 9.196 2.228
H 2.938 11.572 2.446
H 4.706 11.520 2.649
O -1.837 -4.884 7.673
C -2.323 -4.782 6.559
C -3.649 -5.337 6.135
C -3.554 -5.269 4.631
C -2.635 -4.096 4.411
O -1.744 -4.101 5.526
H -4.445 -4.696 6.522
H -3.775 -6.365 6.482
H -4.522 -5.156 4.136
H -3.085 -6.185 4.251
H -3.173 -3.143 4.398
H -2.064 -4.194 3.483
O 3.222 -9.549 8.111
C 2.531 -8.568 8.332
C 1.203 -8.580 9.026
C 0.651 -7.221 8.676
C 1.897 -6.390 8.515
O 2.887 -7.288 8.016
H 1.362 -8.689 10.102
H 0.566 -9.381 8.645
H -0.038 -6.822 9.425
H 0.117 -7.276 7.720
H 2.248 -5.978 9.467
H 1.753 -5.570 7.806
*
```

Summary:
Frontier orbital gap   7.6 eV
SMILES   CCc1ccc2c(c1)Sc1cc(CC=O)c([C@@H](Cl)CC)cc1N2.O=C1CCCO1.O=C1CCCO1.O=C1CCCO1.O=C1CCCO1.O=C1CCCO1.O=C1CCCO1.O=C1CCCO1

- Which formula does entry 3 have?
  C47H62ClNO15S